# 1
This record from the OMol25 dataset describes a structure of composition C24H25InN5S. The level of theory is ωB97M-V/def2-TZVPD.

ΔE to the lowest compared entry with this formula, charge and spin, kJ/mol: 3.72
Orbital gap, eV: 9.12
Net charge: +3
M, g mol⁻¹: 530.38
LUMO energy, eV: -8.566

CARTESIAN COORDINATES (ANGSTROEM)
In1 -0.48883 0.02688 -0.30501
C1 1.12535 2.85954 -0.23592
C2 2.17935 1.85942 0.24883
C3 2.50780 0.83040 -0.80129
C4 3.75803 0.78132 -1.39338
C5 4.00933 -0.13079 -2.40746
C6 2.99536 -0.98699 -2.81471
C7 1.77585 -0.90596 -2.18267
N1 1.53253 -0.02096 -1.19433
N2 -0.27679 2.34366 -0.16718
C8 -1.09120 2.90147 -1.27392
C9 -2.38192 2.13996 -1.45461
C10 -3.51707 2.75320 -1.94696
C11 -4.66019 1.99458 -2.15514
C12 -4.64216 0.64172 -1.84526
C13 -3.48222 0.09444 -1.34372
N3 -2.36713 0.82798 -1.15913
C14 -0.90954 2.67166 1.13207
C15 -0.58872 1.67678 2.22123
C16 -0.51125 2.05117 3.54835
C17 -0.33349 1.07298 4.51753
C18 -0.24059 -0.25846 4.13276
C19 -0.31385 -0.56217 2.79137
N4 -0.47667 0.38859 1.85416
H1 1.19008 3.78515 0.33899
H2 1.33742 3.11590 -1.27342
H3 3.08731 2.41387 0.48179
H4 1.87248 1.38159 1.18206
H5 4.52871 1.46481 -1.06407
H6 4.98281 -0.16699 -2.87899
H7 3.14363 -1.70212 -3.61121
H8 0.95500 -1.55649 -2.45894
H9 -1.30272 3.96107 -1.10948
H10 -0.50861 2.82835 -2.19483
H11 -3.50525 3.81256 -2.16677
H12 -5.55736 2.45687 -2.54553
H13 -5.51508 0.01964 -1.98179
H14 -3.43282 -0.94963 -1.06694
H15 -0.63665 3.68052 1.44773
H16 -1.99461 2.66319 0.99531
H17 -0.59963 3.09419 3.82193
H18 -0.27295 1.34717 5.56269
H19 -0.11363 -1.04754 4.85996
H20 -0.25103 -1.58412 2.43809
S1 -1.18809 -2.32065 -0.68781
C20 -0.01079 -3.47351 -0.10106
N5 -0.39573 -4.76657 -0.22436
C21 0.35137 -5.82072 0.16050
C22 1.58611 -5.61374 0.71746
C23 2.02657 -4.30147 0.86455
C24 1.23573 -3.23650 0.45912
H21 -1.30749 -4.95248 -0.63093
H22 -0.08302 -6.79800 0.00218
H23 2.18729 -6.45531 1.02806
H24 2.99835 -4.10829 1.30078
H25 1.59061 -2.22119 0.56931

Charges per atom according to Mulliken partitioning, unit e: number 1, In, carries 1.7986; number 2, C, carries -0.7315; number 3, C, carries -0.9813; number 4, C, carries 0.8561; number 5, C, carries -0.9051; number 6, C, carries -0.4159; number 7, C, carries -1.0371; number 8, C, carries -0.1341; number 9, N, carries 0.0806; number 10, N, carries -0.0904; number 11, C, carries -1.0847; number 12, C, carries 0.9888; number 13, C, carries -0.9973; number 14, C, carries -0.3342; number 15, C, carries -0.9196; number 16, C, carries -0.0655; number 17, N, carries -0.1930; number 18, C, carries -1.3450; number 19, C, carries 1.2567; number 20, C, carries -1.1012; number 21, C, carries -0.3400; number 22, C, carries -0.9521; number 23, C, carries 0.0630; number 24, N, carries -0.1137; number 25, H, carries 0.4144; number 26, H, carries 0.5261; number 27, H, carries 0.6109; number 28, H, carries 0.1903; number 29, H, carries 0.5101; number 30, H, carries 0.4689; number 31, H, carries 0.4927; number 32, H, carries 0.5594; number 33, H, carries 0.4764; number 34, H, carries 0.4779; number 35, H, carries 0.5039; number 36, H, carries 0.4658; number 37, H, carries 0.4546; number 38, H, carries 0.3893; number 39, H, carries 0.4318; number 40, H, carries 0.4059; number 41, H, carries 0.5089; number 42, H, carries 0.4767; number 43, H, carries 0.4717; number 44, H, carries 0.3735; number 45, S, carries -0.5254; number 46, C, carries 0.6223; number 47, N, carries -0.0590; number 48, C, carries -0.3180; number 49, C, carries -0.5939; number 50, C, carries -0.5771; number 51, C, carries -0.1634; number 52, H, carries 0.2773; number 53, H, carries 0.4474; number 54, H, carries 0.4672; number 55, H, carries 0.4658; number 56, H, carries 0.4454



# 2
This record from the OMol25 dataset describes an isolated molecule of C24H25N3O. The level of theory is ωB97M-V/def2-TZVPD.

ΔE to the lowest compared entry with this formula, charge and spin, kJ/mol: 47.84
Orbital gap, eV: 9.50
M, g mol⁻¹: 371.48
SMILES: O=C(C(c1ccccc1)c1ccccc1)N1CCN(Cc2ccccn2)CC1
LUMO energy, eV: 0.783

CARTESIAN COORDINATES (ANGSTROEM)
O1 1.70982 2.22685 -0.93075
C1 1.76382 1.13870 -0.39244
C2 1.79678 -0.17228 -1.19482
C3 0.47472 -0.87320 -1.02359
C4 0.41311 -2.23849 -0.77715
C5 -0.80833 -2.86927 -0.61313
C6 -1.98257 -2.14318 -0.70660
C7 -1.92990 -0.78412 -0.96778
C8 -0.71044 -0.15111 -1.11819
C9 2.13337 0.14034 -2.63916
C10 3.37987 0.68946 -2.91741
C11 3.73970 1.00254 -4.21424
C12 2.85907 0.76277 -5.25569
C13 1.62002 0.21053 -4.98742
C14 1.25703 -0.09725 -3.68681
N1 1.81515 1.02077 0.95550
C15 1.74397 -0.18288 1.74300
C16 0.34081 -0.33484 2.34938
N2 -0.25913 0.97266 2.56693
C17 -1.38168 0.89079 3.48450
C18 -2.48326 0.05956 2.88391
C19 -3.29633 0.57491 1.87947
C20 -4.30487 -0.22154 1.36699
C21 -4.45613 -1.50845 1.86020
C22 -3.58387 -1.93281 2.84903
N3 -2.62860 -1.17149 3.35342
C23 0.74128 1.94439 2.95950
C24 1.65172 2.22195 1.75661
H1 2.60554 -0.80203 -0.80559
H2 1.32583 -2.81589 -0.71535
H3 -0.84183 -3.93061 -0.41490
H4 -2.93564 -2.63492 -0.57925
H5 -2.84325 -0.21563 -1.05545
H6 -0.66810 0.90936 -1.31659
H7 4.06884 0.88149 -2.10706
H8 4.70942 1.43506 -4.41347
H9 3.13811 1.00624 -6.27044
H10 0.92659 0.01919 -5.79372
H11 0.28517 -0.52718 -3.49463
H12 2.48989 -0.09570 2.54229
H13 1.98548 -1.06386 1.15439
H14 -0.30950 -0.89047 1.66907
H15 0.41347 -0.90683 3.29062
H16 -1.74985 1.90514 3.65937
H17 -1.09204 0.44193 4.45060
H18 -3.13465 1.57826 1.51844
H19 -4.96720 0.15388 0.59956
H20 -5.23092 -2.16208 1.49014
H21 -3.65180 -2.92880 3.26776
H22 0.24245 2.87129 3.24822
H23 1.33272 1.59976 3.82681
H24 2.63117 2.57999 2.09680
H25 1.21458 2.98065 1.10417

Charges per atom according to Mulliken partitioning, unit e: number 1, O, carries -0.6646; number 2, C, carries 0.1128; number 3, C, carries 0.6983; number 4, C, carries -0.2486; number 5, C, carries -0.1289; number 6, C, carries -1.0010; number 7, C, carries -0.4318; number 8, C, carries -1.0676; number 9, C, carries 0.5795; number 10, C, carries -0.2533; number 11, C, carries -0.2660; number 12, C, carries -0.8095; number 13, C, carries -0.4209; number 14, C, carries -0.9076; number 15, C, carries -0.2416; number 16, N, carries 0.2586; number 17, C, carries -1.2070; number 18, C, carries -0.1712; number 19, N, carries 0.3247; number 20, C, carries -1.3701; number 21, C, carries 0.8920; number 22, C, carries -0.3492; number 23, C, carries -0.4967; number 24, C, carries -0.4556; number 25, C, carries -0.3543; number 26, N, carries -0.5495; number 27, C, carries -0.7225; number 28, C, carries -1.0142; number 29, H, carries 0.6858; number 30, H, carries 0.4387; number 31, H, carries 0.4172; number 32, H, carries 0.4415; number 33, H, carries 0.5692; number 34, H, carries 0.5002; number 35, H, carries 0.3770; number 36, H, carries 0.3764; number 37, H, carries 0.3812; number 38, H, carries 0.4000; number 39, H, carries 0.3683; number 40, H, carries 0.4567; number 41, H, carries 0.4218; number 42, H, carries -0.2050; number 43, H, carries 0.4777; number 44, H, carries 0.5246; number 45, H, carries 0.3829; number 46, H, carries 0.3894; number 47, H, carries 0.4767; number 48, H, carries 0.4537; number 49, H, carries 0.4100; number 50, H, carries 0.4558; number 51, H, carries 0.3470; number 52, H, carries 0.2493; number 53, H, carries 0.4697



# 3
This record from the OMol25 dataset describes an isolated molecule of C24H25N3O2. The level of theory is ωB97M-V/def2-TZVPD.

ΔE to the lowest compared entry with this formula, charge and spin, kJ/mol: 115.81
Orbital gap, eV: 8.72
M, g mol⁻¹: 387.48
SMILES: O=C(Nc1ccc(Oc2cccnc2)cc1)C1CCN(Cc2ccccc2)CC1
LUMO energy, eV: 0.517

CARTESIAN COORDINATES (ANGSTROEM)
O1 -0.98257 3.33799 0.27429
C1 -0.18581 2.42634 0.27776
N1 -0.51791 1.11009 0.16017
C2 -1.77742 0.52797 0.00053
C3 -2.95516 1.26867 -0.05877
C4 -4.16793 0.62716 -0.21049
C5 -4.22859 -0.75827 -0.30813
O2 -5.46050 -1.32966 -0.52963
C6 -5.78374 -2.51363 0.05988
C7 -5.26145 -2.95726 1.27229
C8 -5.71813 -4.15823 1.78724
C9 -6.67522 -4.86803 1.07897
N2 -7.18901 -4.44061 -0.06281
C10 -6.76163 -3.29857 -0.55820
C11 -3.05403 -1.50157 -0.26679
C12 -1.84246 -0.86005 -0.10935
C13 1.31337 2.66190 0.42766
C14 2.11593 2.13784 -0.76614
C15 3.60042 2.41099 -0.54549
N3 4.04751 1.75946 0.67233
C16 5.49339 1.81057 0.80675
C17 6.16277 0.97120 -0.24807
C18 7.24461 1.44982 -0.97268
C19 7.85471 0.65732 -1.93039
C20 7.38353 -0.61985 -2.17782
C21 6.30093 -1.10344 -1.46118
C22 5.69729 -0.31393 -0.50054
C23 3.36157 2.31541 1.82245
C24 1.86412 2.03929 1.71373
H1 0.24557 0.44840 0.17637
H2 -2.91194 2.34177 0.01728
H3 -5.08446 1.19326 -0.26006
H4 -4.52502 -2.36810 1.80052
H5 -5.33681 -4.53008 2.72582
H6 -7.05415 -5.81501 1.43750
H7 -7.20622 -2.97308 -1.48832
H8 -3.08903 -2.57644 -0.36898
H9 -0.93358 -1.44502 -0.07912
H10 1.44185 3.74820 0.48430
H11 1.98262 1.06029 -0.87956
H12 1.78459 2.62316 -1.68549
H13 3.77441 3.50239 -0.50326
H14 4.17747 2.00732 -1.38085
H15 5.74876 1.40473 1.79203
H16 5.87448 2.84695 0.76207
H17 7.61408 2.44866 -0.78653
H18 8.69757 1.04060 -2.48679
H19 7.85734 -1.23669 -2.92714
H20 5.92980 -2.10014 -1.65151
H21 4.85139 -0.67957 0.06147
H22 3.53070 3.40462 1.91074
H23 3.75478 1.83826 2.72418
H24 1.34980 2.45366 2.58243
H25 1.71464 0.95782 1.70913

Charges per atom according to Mulliken partitioning, unit e: number 1, O, carries -0.6898; number 2, C, carries 0.1571; number 3, N, carries 0.0763; number 4, C, carries 0.6958; number 5, C, carries -0.4189; number 6, C, carries -0.9959; number 7, C, carries 0.3117; number 8, O, carries -0.4739; number 9, C, carries 0.4893; number 10, C, carries -0.2044; number 11, C, carries -0.5355; number 12, C, carries -0.2835; number 13, N, carries -0.5745; number 14, C, carries -0.4007; number 15, C, carries -0.2822; number 16, C, carries -0.7115; number 17, C, carries -0.0808; number 18, C, carries -0.7530; number 19, C, carries -0.8604; number 20, N, carries 0.4218; number 21, C, carries -1.1326; number 22, C, carries 0.4802; number 23, C, carries -0.3934; number 24, C, carries -0.5878; number 25, C, carries -0.3893; number 26, C, carries -0.5832; number 27, C, carries -0.1460; number 28, C, carries -0.9566; number 29, C, carries -0.5993; number 30, H, carries 0.0740; number 31, H, carries 0.5383; number 32, H, carries 0.4200; number 33, H, carries 0.4814; number 34, H, carries 0.3673; number 35, H, carries 0.3641; number 36, H, carries 0.4137; number 37, H, carries 0.5214; number 38, H, carries 0.3310; number 39, H, carries 0.3914; number 40, H, carries 0.2745; number 41, H, carries 0.3629; number 42, H, carries 0.3149; number 43, H, carries 0.4933; number 44, H, carries 0.3972; number 45, H, carries 0.3391; number 46, H, carries 0.3467; number 47, H, carries 0.3765; number 48, H, carries 0.3783; number 49, H, carries 0.3823; number 50, H, carries 0.3673; number 51, H, carries 0.3834; number 52, H, carries 0.4500; number 53, H, carries 0.3726; number 54, H, carries 0.2797



# 4
This record from the OMol25 dataset describes an isolated molecule of C24H25N3O4. The level of theory is ωB97M-V/def2-TZVPD.

ΔE to the lowest compared entry with this formula, charge and spin, kJ/mol: 270.92
Orbital gap, eV: 7.83
M, g mol⁻¹: 419.48
SMILES: COc1ccc(C(=O)N/C(=C\c2cn(C)c3ccccc23)C(=O)N2CCOCC2)cc1
LUMO energy, eV: 0.598

CARTESIAN COORDINATES (ANGSTROEM)
C1 5.68326 5.35826 -1.42965
O1 4.85107 4.66994 -2.33219
C2 3.87023 3.87058 -1.83689
C3 3.06364 3.23677 -2.78616
C4 2.04131 2.40835 -2.38641
C5 1.80636 2.16530 -1.03307
C6 0.66784 1.27604 -0.66548
O2 -0.35177 1.22056 -1.32384
N1 0.91982 0.49660 0.43065
C7 -0.00209 -0.26444 1.15911
C8 -1.03185 -0.97506 0.64345
C9 -1.28897 -1.33503 -0.71320
C10 -0.43030 -1.34886 -1.79421
N2 -1.06223 -1.80001 -2.90475
C11 -0.48850 -1.90928 -4.21394
C12 -2.36460 -2.08576 -2.58661
C13 -3.39739 -2.56222 -3.38306
C14 -4.62055 -2.77567 -2.78246
C15 -4.81479 -2.51953 -1.42393
C16 -3.79364 -2.04150 -0.63145
C17 -2.54679 -1.82046 -1.20953
C18 0.21312 -0.07491 2.61803
O3 0.69856 0.97429 3.02957
N3 -0.11360 -1.07363 3.47769
C19 -0.30717 -2.47850 3.20052
C20 -1.63465 -2.92657 3.82366
O4 -1.64326 -2.67595 5.20974
C21 -1.43475 -1.30772 5.48639
C22 -0.10649 -0.81570 4.90448
C23 2.59915 2.81039 -0.09144
C24 3.62028 3.65795 -0.48460
H1 6.37627 5.92928 -2.04546
H2 5.11039 6.04528 -0.79882
H3 6.24830 4.66702 -0.79603
H4 3.26007 3.42261 -3.83021
H5 1.40276 1.93222 -3.11517
H6 1.69983 0.79772 1.00374
H7 -1.78458 -1.31576 1.34124
H8 0.61583 -1.11327 -1.82651
H9 -0.99011 -1.23189 -4.90980
H10 -0.58598 -2.93090 -4.59043
H11 0.56689 -1.64675 -4.16915
H12 -3.25220 -2.75755 -4.43510
H13 -5.44614 -3.14576 -3.37228
H14 -5.78870 -2.69801 -0.99205
H15 -3.96106 -1.83967 0.41627
H16 -0.28213 -2.67556 2.13107
H17 0.50421 -3.03825 3.68767
H18 -1.77554 -4.00206 3.70617
H19 -2.46949 -2.39517 3.34115
H20 -1.43931 -1.21421 6.57312
H21 -2.25828 -0.71124 5.06519
H22 0.01894 0.25566 5.06187
H23 0.72479 -1.35321 5.37677
H24 2.40665 2.69420 0.96610
H25 4.20811 4.15174 0.27304

Charges per atom according to Mulliken partitioning, unit e: number 1, C, carries -0.8293; number 2, O, carries -0.4550; number 3, C, carries 0.8568; number 4, C, carries -0.5703; number 5, C, carries -0.5867; number 6, C, carries 0.0949; number 7, C, carries 0.4953; number 8, O, carries -0.6045; number 9, N, carries -0.1711; number 10, C, carries 0.6860; number 11, C, carries -1.1195; number 12, C, carries 1.3659; number 13, C, carries -0.4487; number 14, N, carries 0.2203; number 15, C, carries -1.1263; number 16, C, carries -0.3031; number 17, C, carries -0.7334; number 18, C, carries -0.6229; number 19, C, carries -0.7778; number 20, C, carries -0.3628; number 21, C, carries 0.2759; number 22, C, carries 0.0680; number 23, O, carries -0.7500; number 24, N, carries 0.0919; number 25, C, carries -0.8114; number 26, C, carries -0.4353; number 27, O, carries -0.4000; number 28, C, carries -0.5827; number 29, C, carries -0.6832; number 30, C, carries -0.6780; number 31, C, carries -0.5808; number 32, H, carries 0.2384; number 33, H, carries 0.3381; number 34, H, carries 0.3333; number 35, H, carries 0.4182; number 36, H, carries 0.4749; number 37, H, carries 0.2963; number 38, H, carries 0.4345; number 39, H, carries 0.4394; number 40, H, carries 0.3606; number 41, H, carries 0.3510; number 42, H, carries 0.3502; number 43, H, carries 0.4169; number 44, H, carries 0.3795; number 45, H, carries 0.4034; number 46, H, carries 0.4623; number 47, H, carries 0.5116; number 48, H, carries 0.3563; number 49, H, carries 0.3636; number 50, H, carries 0.3143; number 51, H, carries 0.3446; number 52, H, carries 0.3314; number 53, H, carries 0.3509; number 54, H, carries 0.3107; number 55, H, carries 0.4943; number 56, H, carries 0.4037



Q: Among the records above, which one has the lowest orbital gap?
A: C24H25N3O4